(1)
Molecular formula: C6H11IN2
Method: DFT, ωB97M-V/def2-TZVPD

XYZ file:
```
20
Properties=species:S:1:pos:R:3:forces:R:3:lowdin_spin:R:1
C -1.498280 -0.274933 0.071214 1.59 1.50 -0.01 0.01
C -0.858850 -1.456254 0.801125 0.95 0.93 0.02 0.02
C 0.518626 -1.066683 -0.979463 0.16 1.49 0.95 0.05
C -0.246940 0.257081 -0.705176 0.93 -0.38 -0.79 0.03
C 0.669878 -1.288192 0.543205 -0.20 -1.71 -2.22 0.06
C 1.368152 2.147177 0.370691 1.37 0.81 -4.03 0.03
N 0.721092 0.846462 0.224194 0.10 1.61 -0.79 0.33
N 1.314905 -0.094606 0.903644 0.44 -0.02 1.85 0.56
I 4.142982 -0.089440 -0.314107 0.08 -0.14 0.07 0.88
H -2.107441 -0.658635 -0.739956 -1.05 0.46 0.43 0.00
H -1.860479 0.513664 0.811773 -0.18 -1.09 -1.47 0.00
H -1.077615 -1.421835 1.806793 -0.56 -0.06 2.38 0.00
H -1.275611 -2.337843 0.388233 0.17 -1.22 -0.25 0.00
H 0.026598 -1.735305 -1.585767 -2.12 -1.96 -0.62 0.00
H 1.396817 -1.007825 -1.554562 1.71 1.01 -0.18 0.00
H -0.354145 0.804726 -1.629228 -0.49 0.70 0.13 0.00
H 1.412911 -2.007406 0.790790 -0.27 -1.53 0.49 0.00
H 0.929497 2.540628 1.217877 -0.27 1.40 1.95 0.01
H 2.544741 2.070801 0.401052 -2.58 -0.04 0.25 0.01
H 1.148414 2.887557 -0.539246 0.21 -1.78 1.83 0.00
```
Forces are in eV/Å.

Summary:
Total energy   -642.26875 Ha
Kohn-Sham gap (alpha / beta)   7.542 / 6.822 eV
Multiplicity   3
⟨S²⟩   2.01

---

(2)
Molecular formula: C39H60GeN5O3P3RuS4
Method: DFT, ωB97M-V/def2-TZVPD

XYZ file:
```
116
Properties=species:S:1:pos:R:3:forces:R:3:lowdin_spin:R:1
Ru -16.641239 -1.074091 -8.589895 -0.54 0.24 -0.91 2.21
C -22.227627 -1.994883 -9.845134 -0.94 0.64 -0.14 0.00
C -21.577775 -0.692482 -9.404449 1.17 -0.24 0.20 0.03
C -21.279157 0.262280 -10.588277 -0.20 -1.31 0.49 0.00
P -20.031821 -1.010575 -8.335517 -0.68 -0.10 -0.14 0.10
C -19.863740 0.551631 -7.372413 0.04 -0.29 0.28 0.00
N -19.260863 1.641567 -8.108875 -0.13 -0.19 0.41 0.00
Ge -17.496457 1.276935 -8.745997 -0.41 0.62 -0.53 0.01
N -16.425180 2.400696 -7.679512 -0.12 -0.10 -0.15 0.00
C -15.432568 1.778489 -6.817647 -0.34 -0.44 0.16 0.00
P -14.452983 0.545479 -7.798662 0.43 1.12 0.10 0.11
C -13.206989 1.792023 -8.645549 0.36 -0.28 0.85 0.03
C -12.278690 2.544960 -7.609861 -0.58 -0.66 -0.88 0.01
C -13.929578 2.773583 -9.554723 -1.30 -0.66 -0.66 0.00
C -13.367541 -0.175966 -6.472620 0.63 1.12 0.64 0.02
C -14.057765 -1.203680 -5.556406 0.17 0.02 -0.80 0.01
C -12.113422 -0.724510 -7.155875 0.88 -0.84 -0.08 0.00
C -16.986300 3.578252 -7.195808 0.45 -0.03 0.93 0.00
C -16.699690 4.041364 -5.898503 -0.66 -0.33 0.15 0.00
C -17.342753 5.194577 -5.454905 0.02 0.01 0.72 0.00
C -18.221001 5.879922 -6.261400 0.05 1.73 -0.13 0.00
C -18.408046 5.490626 -7.561256 -0.33 -0.47 -0.11 0.00
C -17.864336 4.319832 -7.994782 1.24 -0.78 -0.08 0.00
N -18.139347 3.708344 -9.239525 0.20 0.38 -1.02 0.00
C -19.521783 3.558102 -9.462279 -1.46 0.51 -0.49 0.00
C -20.344526 4.351310 -10.265925 0.52 -0.03 0.81 0.00
C -21.718418 4.320913 -10.142771 -0.77 -0.18 -0.48 0.00
C -22.332382 3.438247 -9.256537 -0.11 0.08 0.03 0.00
C -21.513392 2.572702 -8.528028 -0.85 0.30 0.27 0.00
C -20.116837 2.585985 -8.676425 -0.13 -1.13 0.45 0.00
C -17.382113 4.029538 -10.403791 0.07 -0.61 0.19 0.00
C -17.033362 5.291464 -10.800168 -0.11 1.19 1.09 0.00
C -16.381404 5.507665 -12.001399 -0.12 0.06 -0.27 0.00
C -16.135222 4.442900 -12.834332 0.13 -0.98 -0.23 0.00
C -16.469304 3.144431 -12.416646 0.34 -0.68 -0.06 0.00
C -17.060635 2.899640 -11.181488 -0.40 0.97 0.29 0.00
N -17.406071 1.666651 -10.654478 0.10 -0.55 0.09 0.00
C -17.513714 0.578902 -11.587737 1.79 0.34 -0.29 0.00
P -16.771225 -1.002137 -11.089209 0.84 0.43 0.76 0.01
C -17.826953 -2.019932 -12.137109 -0.82 -1.06 0.74 0.00
C -17.326231 -3.366667 -12.587413 -0.63 -0.91 0.00 0.00
C -19.164395 -2.259102 -11.399996 1.11 0.27 -0.22 0.00
C -15.126920 -1.197310 -11.926255 -0.08 0.24 0.52 0.01
C -13.985854 -0.570979 -11.147869 0.94 0.85 -0.12 0.00
C -14.994047 -0.637768 -13.347459 0.28 0.06 0.45 0.00
C -20.633224 -2.029689 -6.887507 -0.21 -0.28 0.40 0.02
C -20.319099 -3.519610 -7.128568 -0.02 0.57 -0.02 0.01
C -22.069402 -1.789271 -6.359585 -0.31 0.17 -0.86 0.00
H -23.013142 -1.797712 -10.608928 0.24 -0.02 0.59 0.00
H -22.674004 -2.477153 -8.975646 -0.06 -0.23 -0.25 0.00
H -21.542516 -2.655760 -10.328936 0.63 -0.56 -0.16 0.00
H -22.238529 -0.199849 -8.707505 -0.39 0.26 0.11 0.00
H -21.269465 -0.297858 -11.525731 0.04 0.14 0.02 0.00
H -20.359476 0.804573 -10.467814 0.45 0.31 -0.06 0.00
H -22.085599 0.950705 -10.572636 -0.60 0.86 -0.53 0.00
H -19.233995 0.196076 -6.537928 -0.09 0.63 -0.19 0.00
H -20.816614 0.835890 -6.924532 0.14 0.02 0.02 0.00
H -15.915374 1.250454 -5.931946 0.77 0.62 -0.70 0.00
H -14.742402 2.575669 -6.497973 -0.22 -0.45 0.25 0.00
H -12.531366 1.176832 -9.278088 -0.49 0.15 0.36 0.00
H -12.804069 2.866247 -6.716374 -0.17 0.36 -0.08 0.00
H -11.779505 3.397662 -8.092783 -0.25 -0.21 0.15 0.00
H -11.530166 1.848784 -7.266900 0.42 0.10 0.12 0.00
H -14.452693 3.582517 -9.029933 0.49 -0.02 -0.03 0.00
H -14.757017 2.275509 -10.122086 0.62 0.25 0.42 0.00
H -13.245130 3.125220 -10.324630 0.08 0.45 0.15 0.00
H -13.020126 0.731636 -5.870025 -0.61 -1.12 -0.46 0.00
H -14.345456 -2.088548 -6.169424 0.12 0.54 0.65 0.00
H -14.918817 -0.784211 -5.047009 -0.28 -0.02 -0.20 0.01
H -13.389777 -1.495591 -4.754426 0.41 -0.25 -0.04 0.00
H -12.355964 -1.307672 -8.054767 -0.12 -0.09 0.21 0.00
H -11.530648 -1.423356 -6.486457 -0.59 0.84 -0.54 0.00
H -11.438562 0.077371 -7.514232 -0.33 -0.60 0.40 0.00
H -16.178920 3.375548 -5.195432 -0.05 0.73 -0.37 0.00
H -17.206928 5.577319 -4.446545 0.18 -0.30 -0.04 0.00
H -18.687489 6.842117 -6.007197 0.32 -0.58 0.47 0.00
H -19.020616 6.057129 -8.222262 -0.55 0.30 -0.38 0.00
H -19.936988 5.077383 -10.928893 0.56 0.41 -0.40 0.00
H -22.292835 4.994160 -10.779580 -0.01 -0.23 0.23 0.00
H -23.449074 3.400884 -9.161123 1.27 0.07 0.04 0.00
H -22.025014 1.944547 -7.794570 0.39 -0.01 -0.42 0.00
H -17.258860 6.155359 -10.134364 0.12 -0.76 -0.54 0.00
H -16.127246 6.502662 -12.306247 0.11 0.36 -0.07 0.00
H -15.669811 4.590864 -13.811073 -0.10 -0.06 0.32 0.00
H -16.224525 2.228856 -12.966294 0.14 0.97 -0.44 0.00
H -16.939107 0.788851 -12.512237 -0.76 -0.08 0.34 0.00
H -18.509905 0.314388 -11.851102 -1.12 0.16 -0.31 0.00
H -17.972255 -1.406313 -13.023506 -0.20 0.12 -0.18 0.00
H -16.933627 -4.041071 -11.813273 -0.40 0.35 0.16 0.00
H -16.541183 -3.256092 -13.280918 0.97 0.02 -1.13 0.00
H -18.181583 -3.873867 -13.096114 0.72 0.18 0.31 0.00
H -19.026911 -3.135360 -10.740212 -0.31 0.47 -0.23 0.00
H -19.915542 -2.416962 -12.158604 -0.50 -0.24 0.01 0.00
H -19.382382 -1.376879 -10.811171 -0.46 -0.20 0.12 0.00
H -15.037946 -2.295149 -11.861794 0.26 0.26 -0.34 0.00
H -14.089685 0.538733 -11.001117 -0.17 -0.97 -0.36 0.00
H -13.087578 -0.708927 -11.797161 -0.29 0.06 0.81 0.00
H -13.835684 -0.985694 -10.155903 0.13 -0.27 -0.10 0.00
H -14.689143 0.417197 -13.259802 -0.04 -0.34 -0.20 0.00
H -15.886911 -0.670770 -13.917143 -1.05 -0.09 -0.61 0.00
H -14.245939 -1.180972 -13.925947 0.16 0.05 0.17 0.00
H -19.957481 -1.634526 -6.113007 -0.09 -0.33 -0.04 0.01
H -20.901056 -3.832382 -8.002832 0.10 -0.32 0.20 0.00
H -20.554171 -4.156621 -6.253154 0.07 0.33 -0.47 0.00
H -19.250971 -3.581589 -7.371032 -0.27 -0.37 0.02 0.00
H -22.839344 -2.441821 -6.825283 0.60 0.24 0.17 0.00
H -22.394952 -0.760038 -6.554067 0.02 -0.09 0.09 0.00
H -22.141779 -1.929770 -5.286950 0.18 -0.18 0.22 0.00
S -16.999372 -3.244604 -5.819638 0.42 0.67 -0.49 0.09
S -18.368429 -3.477397 -4.273808 -0.08 0.01 -0.13 0.36
S -18.556822 -1.819961 -3.324325 -0.08 0.23 0.28 0.54
S -17.216221 -1.211428 -6.426911 -0.11 -0.76 0.64 0.26
O -14.995784 -4.517054 -9.438912 -1.03 1.12 0.28 0.01
N -15.600892 -3.501050 -9.106817 0.60 -1.40 -0.18 0.00
O -14.945821 -2.482852 -8.679680 -0.56 -0.34 -0.10 0.07
O -16.868584 -3.384671 -9.160847 1.17 0.09 0.16 0.07
```
Forces are in eV/Å.

Summary:
Total energy   -6810.10630 Ha
Energy above the lowest of the compared OMol25 structures with the same formula, charge and spin   0.0 kcal per mole
Kohn-Sham gap (alpha / beta)   6.858 / 5.445 eV
Multiplicity   5
⟨S²⟩   6.04

---

(3)
Molecular formula: C26H49AlCl7F8MgN4O9P4S
Method: DFT, ωB97M-V/def2-TZVPD

XYZ file:
```
110
Properties=species:S:1:pos:R:3:forces:R:3:lowdin_charge:R:1
C 1.545236 -5.074151 -1.672861 -0.42 -0.17 0.37 -0.17
C 0.633613 -5.375559 -2.623501 0.92 -0.45 0.46 -0.21
P 0.824797 -5.276391 -4.526160 -0.61 -0.51 -0.79 0.50
F 0.486835 -6.907673 -4.575083 -0.16 -0.02 0.62 -0.28
O 1.468433 -3.688206 -4.544686 -0.24 0.26 0.33 -0.34
C 0.533282 -2.670839 -4.292890 0.04 -0.70 0.64 -0.91
Cl 0.620419 -1.300281 -5.404515 0.38 -0.08 -0.15 0.76
P 1.044268 -1.957728 -2.624854 -0.75 0.34 1.01 0.44
S -0.212390 -2.003310 -1.145942 0.09 -0.25 -0.09 0.26
C -0.881120 -3.382161 -4.451042 -0.77 0.58 -2.02 -0.46
F -1.268294 -3.081950 -5.742963 0.00 0.28 -0.18 0.03
C -2.111270 -2.884065 -3.648291 0.02 -0.07 0.98 -0.41
O -2.597342 -1.828299 -3.890397 0.47 -0.21 0.14 0.14
N -2.544491 -3.740175 -2.624932 0.07 -0.61 -0.50 0.17
C -3.899913 -4.152466 -2.561050 0.19 -0.24 0.83 -0.51
O -4.485051 -4.380428 -1.559216 -0.04 0.20 -0.26 0.18
F -4.381557 -4.415662 -3.755047 -0.46 0.24 -0.47 0.18
O -0.739736 -4.750988 -4.507615 0.49 0.13 1.06 -0.12
H 2.670256 -5.064847 -1.803026 -0.60 1.67 0.06 0.03
H 1.178327 -4.746961 -0.704938 0.50 -0.52 0.36 0.08
H -0.327762 -5.717721 -2.249290 -0.37 0.63 -0.21 0.10
H 2.247309 -5.718026 -4.326230 1.49 -0.21 0.19 -0.03
H 0.962313 -5.332920 -5.915851 0.28 -0.14 0.01 0.09
H 2.193845 -2.697864 -2.318207 0.22 0.05 -0.44 -0.03
H 1.534362 -0.672912 -2.881390 0.13 -0.04 -0.28 -0.02
H -2.014734 -4.606505 -2.589636 0.00 -0.04 0.03 0.10
Mg 2.568908 -6.654230 -2.706712 -0.84 -0.78 -1.54 1.03
O 3.402776 1.155038 -0.963116 0.76 1.95 -1.70 -0.28
P 3.208627 2.143306 0.124259 -1.65 -1.86 3.84 0.62
N 4.488941 1.869237 1.201279 -0.12 -0.59 0.02 -0.31
C 4.457505 2.118577 2.624722 0.00 0.51 0.07 -0.13
C 5.793933 2.150708 0.630224 0.05 0.06 -0.30 -0.14
N 1.730240 1.629170 0.849587 0.54 0.05 0.69 -0.32
C 1.739115 0.539544 1.816603 0.04 -0.17 -0.06 -0.12
C 0.719904 1.399849 -0.181117 -0.03 0.30 -0.23 -0.14
N 2.964438 3.838576 0.364752 0.39 -0.10 -2.50 -0.30
C 1.969872 4.292629 1.325697 -0.16 0.05 0.35 -0.13
C 2.839909 4.603633 -0.888350 0.22 -0.03 -0.08 -0.13
H 4.553591 3.185830 2.878506 0.02 -0.01 -0.02 0.08
H 5.291835 1.589959 3.092540 0.05 0.02 -0.07 0.08
H 3.556186 1.737005 3.086901 -0.01 0.12 -0.04 0.04
H 6.026331 3.226634 0.639076 0.04 -0.03 0.07 0.08
H 5.839369 1.800307 -0.401104 -0.07 -0.01 0.01 0.07
H 6.570225 1.623848 1.188807 -0.04 0.01 0.07 0.08
H 2.355054 -0.314141 1.504840 -0.04 -0.01 0.01 0.09
H 0.718709 0.182651 1.961945 -0.02 0.00 -0.14 0.08
H 2.076942 0.877652 2.793780 -0.04 -0.07 -0.02 0.05
H 0.869100 0.451140 -0.696458 -0.04 0.01 -0.03 0.00
H 0.746028 2.194962 -0.931574 0.01 0.01 0.03 0.08
H -0.277001 1.405889 0.262859 0.03 -0.03 0.08 0.09
H 0.942045 4.138743 0.986266 0.01 -0.02 0.00 0.08
H 2.121256 5.364288 1.479809 0.05 0.00 -0.12 0.08
H 2.088599 3.811446 2.293054 0.02 -0.13 -0.07 0.07
H 1.891949 4.409194 -1.403886 -0.02 0.08 0.03 0.08
H 3.652856 4.345691 -1.569937 -0.03 -0.03 0.01 0.08
H 2.905204 5.672966 -0.684901 0.00 -0.01 0.08 0.08
F -4.051441 -0.389715 -5.079491 -0.35 0.35 -0.31 -0.59
F -3.450400 -8.142787 -5.356258 0.08 0.05 -0.09 -0.18
Al -3.521201 -8.114754 -3.679434 -0.07 0.08 -0.35 -0.24
F -5.076204 -7.781128 -3.141698 -0.03 0.00 0.21 -0.17
F -2.456168 -6.918075 -3.076756 0.20 0.17 0.24 -0.17
F -3.050258 -9.625873 -3.096335 0.21 -0.08 0.02 -0.23
C -2.990151 -10.175301 0.947986 -0.14 0.06 -0.02 -2.04
Cl -3.224236 -9.309662 2.487011 0.04 -0.01 0.00 0.49
Cl -1.248287 -10.281612 0.620028 -0.02 -0.05 -0.02 0.54
Cl -3.639191 -11.817744 1.119994 0.03 -0.01 0.02 0.51
Cl -3.791990 -9.343796 -0.349039 -0.06 0.00 0.15 0.64
O -0.506482 7.449250 1.287861 -0.23 -1.36 1.45 -0.21
P -1.706794 8.253800 1.517069 0.05 3.42 -2.34 0.39
O -2.790652 8.121813 0.368261 -0.22 -0.57 0.27 -0.17
C -3.365720 6.825224 0.105371 -0.05 -0.33 -0.17 -0.25
C -4.163999 6.270047 1.267140 0.06 0.15 0.18 -0.09
O -1.300823 9.798678 1.293679 0.03 -0.01 0.25 -0.19
C 0.040744 10.169862 0.984340 0.24 0.07 -0.15 -0.29
C 0.290609 10.188922 -0.511486 -0.12 0.11 -0.12 -0.07
O -2.646418 8.515933 2.764342 0.29 -1.39 0.70 -0.18
C -2.256664 8.208372 4.113543 0.17 -0.15 0.25 -0.26
C -1.019398 8.960354 4.557164 0.11 0.12 -0.21 -0.07
H -2.570968 6.120120 -0.149446 0.08 0.13 -0.06 0.12
H -3.985277 6.958985 -0.778310 -0.03 0.08 0.03 0.12
H -3.504870 6.039174 2.107347 -0.05 -0.08 0.01 0.06
H -4.665825 5.347903 0.975725 0.02 0.01 -0.06 0.08
H -4.910402 6.980619 1.622798 -0.03 0.01 -0.08 0.07
H 0.747383 9.509683 1.488468 -0.10 -0.14 -0.04 0.10
H 0.184603 11.168474 1.400736 -0.10 0.00 0.02 0.11
H -0.135601 9.309124 -0.992650 0.10 -0.11 0.10 0.08
H 1.360489 10.219875 -0.722584 0.00 0.01 0.01 0.08
H -0.173161 11.064570 -0.967950 -0.01 -0.01 0.00 0.07
H -2.103676 7.130655 4.205166 -0.03 0.00 -0.03 0.11
H -3.111816 8.470157 4.733140 -0.06 0.03 -0.09 0.11
H -0.139377 8.641781 3.993798 -0.03 -0.05 0.00 0.07
H -0.826504 8.774354 5.613825 -0.04 0.00 0.01 0.08
H -1.142147 10.031665 4.397378 -0.05 0.01 0.07 0.08
C 1.630359 -9.552554 1.956015 0.02 0.08 0.10 -0.13
C 2.148652 -9.135976 0.738844 0.11 0.00 -0.04 -0.12
C 3.298757 -9.724897 0.232554 -0.02 0.04 0.02 -0.11
C 3.931901 -10.736872 0.939572 0.05 -0.01 -0.02 -0.10
C 3.412511 -11.155596 2.155904 -0.01 0.01 0.00 -0.09
C 2.265270 -10.561879 2.664943 0.02 0.00 -0.02 -0.08
H 0.733191 -9.093217 2.349011 0.03 -0.01 -0.02 0.09
H 1.649933 -8.351325 0.184315 -0.12 0.06 -0.01 0.08
H 3.709552 -9.395821 -0.717130 0.01 -0.05 -0.02 0.07
H 4.827112 -11.198306 0.543448 0.00 -0.01 0.00 0.10
H 3.902718 -11.946579 2.708263 0.00 0.00 0.00 0.10
H 1.863515 -10.887818 3.615182 -0.02 -0.01 -0.01 0.11
C -6.615218 6.477741 4.612821 0.01 -0.07 0.05 -1.02
Cl -7.329822 5.488612 3.337153 0.01 0.06 0.01 0.52
Cl -5.080062 5.799189 5.196122 -0.08 0.11 -0.04 0.50
H -6.431696 7.473634 4.227600 0.08 -0.04 -0.07 0.02
H -7.306483 6.510702 5.445911 0.02 -0.04 0.02 0.02
```
Forces are in eV/Å.

Summary:
Total charge   -1
Total energy   -8142.91238 Ha
Kohn-Sham gap   1.490 eV

---

What is the total energy in the third record? -8142.91238 Ha